# 1
Formula: C4H12CuN2S2
Source: the Open Molecules 2025 dataset
Level of theory: wB97M-V/def2-TZVPD

Last column: natural (NBO) charge in e.
Atoms and positions in Å:
H  -2.30  2.73  -0.63  0.2164
N  -1.97  1.05  -2.87  -0.7638
C  -0.90  0.79  -2.12  0.3604
H  -0.76  3.48  -0.19  0.2428
S  1.34  -1.00  1.68  0.2034
H  -2.24  0.39  -3.58  0.4328
H  0.28  1.50  -0.68  0.4175
H  3.65  -1.32  2.12  0.2521
C  0.00  -2.14  2.08  -0.7380
N  -0.56  1.69  -1.21  -0.5588
H  -0.91  -1.75  1.63  0.2465
C  2.76  -1.91  2.33  -0.7324
C  -1.28  2.93  -0.97  -0.4399
H  -1.31  3.55  -1.86  0.2138
H  2.84  -2.89  1.86  0.2350
H  2.63  -2.00  3.40  0.2418
S  -0.06  -0.68  -2.42  -0.3209
Cu  1.17  -1.04  -0.58  0.5996
H  -2.46  1.93  -2.82  0.4149
H  0.20  -3.13  1.69  0.2348
H  -0.12  -2.18  3.16  0.2420

Properties
HOMO energy ... -12.56 eV
Kohn-Sham gap ... 9.675 eV
Energy above the lowest of the compared OMol25 structures with the same formula, charge and spin ... 0.017 eV
LUMO energy ... -2.88 eV
Total energy ... -2705.800268 hartree
Charge ... +1
Multiplicity ... 1

=====

# 2
Formula: C4H12FN2PS
Source: the Open Molecules 2025 dataset
Level of theory: wB97M-V/def2-TZVPD

Last column: natural (NBO) charge in e.
Atoms and positions in Å:
S  -0.58  1.32  -2.93  -0.5244
H  1.18  -2.96  -1.72  0.2144
C  -0.72  -1.63  -1.66  -0.7884
C  0.77  -1.87  -1.71  -0.6071
H  1.47  1.73  2.26  0.1990
H  -0.74  1.61  2.59  0.1830
F  -2.58  0.16  -1.11  -0.5846
H  -0.96  -0.24  0.74  0.3812
H  -0.29  3.14  1.84  0.2144
H  -1.25  -2.04  -2.53  0.2475
H  1.24  -1.41  -2.56  0.2178
N  -0.35  0.29  0.11  -0.8747
H  -0.87  -2.27  -0.88  0.2385
C  1.23  0.93  1.63  -0.4121
P  -0.97  0.17  -1.41  1.7624
H  0.85  0.07  2.21  0.1623
C  -0.70  2.12  1.67  -0.4510
H  1.12  -1.39  -0.83  0.2116
N  0.23  1.49  0.76  -0.2209
H  2.09  0.58  1.14  0.2070
H  -1.52  2.36  1.08  0.2241

Properties
HOMO energy ... -9.12 eV
Kohn-Sham gap ... 9.831 eV
Energy above the lowest of the compared OMol25 structures with the same formula, charge and spin ... 0.963 eV
LUMO energy ... 0.72 eV
Structure (SMILES) ... CC[P@](F)(=S)NN(C)C
Total energy ... -1108.512791 hartree
Charge ... 0
Multiplicity ... 1

=====

# 3
Formula: C4H12IMnO2
Source: the Open Molecules 2025 dataset
Level of theory: wB97M-V/def2-TZVPD

Last column: Mulliken spin population.
Atoms and positions in Å:
H  -0.82  -0.65  0.60  -0.0025
C  3.13  1.52  -0.42  -0.0003
O  -1.50  -0.64  -0.09  -0.0015
H  -3.95  0.03  -0.98  0.0000
O  2.68  1.63  0.92  -0.0005
H  3.71  2.39  -0.71  0.0000
H  1.18  0.70  -1.11  0.0006
Mn  3.38  -3.40  2.79  5.0474
H  -4.87  -0.98  0.02  0.0000
H  3.76  0.63  -0.50  0.0001
I  1.30  -1.58  2.19  -0.0434
H  -2.68  -1.81  1.14  0.0000
C  -3.88  -0.90  -0.43  -0.0001
C  -2.74  -0.87  0.57  -0.0003
H  -3.73  -1.73  -1.13  0.0001
H  1.41  2.33  -1.50  0.0000
H  -2.91  -0.08  1.30  0.0000
C  1.96  1.39  -1.41  -0.0005
H  2.16  0.84  1.12  0.0010
H  2.41  1.18  -2.38  0.0000

Properties
HOMO energy (spin up / spin down) ... -12.50 / -12.50 eV
Kohn-Sham gap (spin up / spin down) ... 4.357 / 4.458 eV
Energy above the lowest of the compared OMol25 structures with the same formula, charge and spin ... 0.441 eV
LUMO energy (spin up / spin down) ... -8.14 / -8.05 eV
Total energy ... -1758.409436 hartree
Charge ... +1
Multiplicity ... 6

=====

# 4
Formula: C4H12IN2
Source: the Open Molecules 2025 dataset
Level of theory: wB97M-V/def2-TZVPD

Last column: natural (NBO) charge in e.
Atoms and positions in Å:
N  -1.31  -1.63  0.53  -0.7844
H  0.91  0.13  -2.94  0.2264
C  -0.30  -0.79  0.78  0.3418
H  1.00  -1.63  -1.38  0.3938
H  0.89  2.29  0.64  0.2271
C  -0.51  0.73  0.90  -0.5346
H  -0.08  0.96  -1.70  0.2012
H  -0.62  -0.57  -2.42  0.1998
H  -1.50  0.75  1.42  0.2649
H  1.66  -0.20  -0.83  0.3905
C  0.44  1.64  1.46  -0.6480
H  -0.02  2.35  2.22  0.2612
H  1.31  1.25  1.92  0.2431
C  0.23  0.06  -2.12  -0.4187
H  -1.04  -2.53  0.65  0.4080
N  0.81  -0.72  -1.01  -0.7114
H  -2.17  -1.42  0.00  0.4301
H  -1.01  1.03  -0.01  0.2448
I  1.32  -1.69  1.89  0.2641

Properties
HOMO energy ... -13.96 eV
Kohn-Sham gap ... 10.144 eV
Energy above the lowest of the compared OMol25 structures with the same formula, charge and spin ... 1.654 eV
LUMO energy ... -3.81 eV
Total energy ... -566.506447 hartree
Charge ... +1
Multiplicity ... 1

=====

# 5
Formula: C4H12IN2
Source: the Open Molecules 2025 dataset
Level of theory: wB97M-V/def2-TZVPD

Last column: natural (NBO) charge in e.
Atoms and positions in Å:
H  -1.48  -1.62  1.15  0.4127
C  -0.58  -1.65  -0.78  -0.2474
H  3.07  0.84  0.07  0.2435
H  2.09  1.68  1.35  0.2510
C  0.86  -0.85  -0.27  0.2818
H  2.64  -0.14  1.39  0.2479
C  0.13  1.41  -0.37  -0.4302
H  -0.27  2.00  0.36  0.2409
H  1.60  -1.57  0.06  0.2211
H  -1.37  -0.90  -1.23  0.2224
H  -0.66  0.83  -0.90  0.2294
H  0.60  2.23  -0.96  0.2488
N  1.04  0.39  0.02  -0.2884
H  -4.36  2.01  -0.63  0.1253
H  -0.92  -3.25  0.53  0.4076
C  2.21  0.73  0.75  -0.4527
I  -3.35  2.53  0.54  -0.1191
H  -0.39  -2.40  -1.61  0.2524
N  -0.88  -2.28  0.53  -0.8469

Properties
HOMO energy ... -13.02 eV
Kohn-Sham gap ... 9.006 eV
Energy above the lowest of the compared OMol25 structures with the same formula, charge and spin ... 2.344 eV
LUMO energy ... -4.01 eV
Total energy ... -566.481107 hartree
Charge ... +1
Multiplicity ... 1

=====

# 6
Formula: C4H12N2
Source: the Open Molecules 2025 dataset
Level of theory: wB97M-V/def2-TZVPD

Last column: natural (NBO) charge in e.
Atoms and positions in Å:
H  0.95  -0.04  -2.18  0.2028
H  -1.78  -2.15  0.73  0.2052
H  0.77  -1.28  -0.94  0.1913
C  1.47  -0.55  -1.37  -0.4607
C  -2.25  -1.25  0.34  -0.6150
N  1.94  0.52  -0.49  -0.4031
H  2.49  -0.67  1.13  0.1320
H  -1.48  2.06  0.49  0.3613
H  -2.03  0.26  1.87  0.1826
C  -1.58  0.04  0.89  -0.2161
H  2.35  -1.02  -1.80  0.2125
H  -1.99  -1.17  -0.75  0.1981
H  -1.10  1.02  -0.75  0.3474
C  2.53  0.29  0.60  -0.0439
N  -1.75  1.21  0.01  -0.8348
H  -0.51  -0.15  1.03  0.1576
H  -3.32  -1.30  0.52  0.2139
H  3.08  1.06  1.12  0.1689

Properties
HOMO energy ... -9.21 eV
Kohn-Sham gap ... 10.227 eV
Energy above the lowest of the compared OMol25 structures with the same formula, charge and spin ... 1.686 eV
LUMO energy ... 1.01 eV
Structure (SMILES) ... C=NC.CCN
Total energy ... -269.054369 hartree
Charge ... 0
Multiplicity ... 1

=====

# 7
Formula: C4H12N2
Source: the Open Molecules 2025 dataset
Level of theory: wB97M-V/def2-TZVPD

Last column: natural (NBO) charge in e.
Atoms and positions in Å:
H  -0.70  -1.09  0.34  0.2119
C  2.83  -1.02  -0.10  -0.5567
C  -2.46  0.31  -0.07  -0.2312
H  -2.16  -1.88  -0.13  0.2071
H  2.52  -1.94  -0.65  0.1930
H  -0.87  1.48  0.64  0.3518
H  -2.57  0.44  -1.15  0.1897
H  -3.55  0.13  0.04  0.1937
H  1.72  1.90  -0.89  0.3856
C  -1.75  -1.04  0.34  -0.6434
H  -2.00  1.34  1.62  0.3438
H  -1.83  -1.29  1.40  0.1997
N  2.24  1.29  -0.27  -0.8352
H  3.24  1.47  -0.03  0.3911
C  2.17  -0.01  -0.69  0.0084
H  1.41  -0.36  -1.56  0.1986
H  3.66  -1.24  0.54  0.2167
N  -1.90  1.50  0.62  -0.8246

Properties
HOMO energy ... -8.43 eV
Kohn-Sham gap ... 9.387 eV
Energy above the lowest of the compared OMol25 structures with the same formula, charge and spin ... 2.458 eV
LUMO energy ... 0.95 eV
Structure (SMILES) ... C=CN.CCN
Total energy ... -269.026001 hartree
Charge ... 0
Multiplicity ... 1

=====

# 8
Formula: C4H12N2
Source: the Open Molecules 2025 dataset
Level of theory: wB97M-V/def2-TZVPD

Last column: natural (NBO) charge in e.
Atoms and positions in Å:
H  3.11  -1.74  -0.48  0.2031
H  2.67  0.90  -0.05  0.2004
H  -2.98  -0.16  2.54  0.4130
C  2.61  -1.37  -1.39  -0.6042
C  1.70  0.47  0.13  -0.6123
N  -2.87  0.79  2.19  -0.8265
H  2.38  -2.19  -2.10  0.2139
N  -3.80  0.13  0.10  -0.7779
C  -3.28  1.00  0.92  0.2944
H  1.03  1.35  0.09  0.2064
H  -2.14  1.47  2.45  0.4072
H  0.76  -0.22  -1.75  0.2015
H  -2.94  1.92  0.36  0.1380
H  0.73  -1.37  -0.45  0.1929
C  1.38  -0.60  -0.95  -0.4023
H  3.38  -0.69  -1.89  0.1956
H  1.73  0.07  1.12  0.2047
H  -3.46  0.24  -0.84  0.3523

Properties
HOMO energy ... -8.79 eV
Kohn-Sham gap ... 9.551 eV
Energy above the lowest of the compared OMol25 structures with the same formula, charge and spin ... 1.379 eV
LUMO energy ... 0.76 eV
Structure (SMILES) ... [H]/N=C/N.CCC
Total energy ... -269.065653 hartree
Charge ... 0
Multiplicity ... 1

=====

# 9
Formula: C4H12N2
Source: the Open Molecules 2025 dataset
Level of theory: wB97M-V/def2-TZVPD

Last column: natural (NBO) charge in e.
Atoms and positions in Å:
N  -0.88  -1.53  3.45  -0.8942
H  1.34  3.36  -2.95  0.2081
C  1.29  -2.01  2.50  -0.4331
H  0.69  2.22  -4.15  0.1868
C  0.05  -2.28  2.84  0.0239
H  -1.76  0.85  -1.91  0.2055
H  -1.75  -1.14  3.13  0.3942
H  1.79  -2.67  1.84  0.2191
H  1.56  1.46  -2.69  0.1673
H  1.48  -1.04  2.88  0.2042
C  0.98  2.30  -3.05  -0.4220
H  -0.13  0.16  -2.38  0.1522
C  -0.97  0.92  -2.62  -0.4166
H  -1.21  0.67  -3.67  0.1955
N  -0.32  2.27  -2.51  -0.6200
H  -0.22  -3.39  2.62  0.1171
H  -1.24  -1.87  4.32  0.3688
H  -0.25  2.59  -1.59  0.3431

Properties
HOMO energy ... -8.65 eV
Kohn-Sham gap ... 9.552 eV
Energy above the lowest of the compared OMol25 structures with the same formula, charge and spin ... 3.166 eV
LUMO energy ... 0.90 eV
Structure (SMILES) ... C=CN.CNC
Total energy ... -268.999998 hartree
Charge ... 0
Multiplicity ... 1

=====

# 10
Formula: C4H12N2
Source: the Open Molecules 2025 dataset
Level of theory: wB97M-V/def2-TZVPD

Last column: natural (NBO) charge in e.
Atoms and positions in Å:
H  -1.48  -1.92  -0.08  0.2048
H  -0.67  0.38  2.06  0.2152
H  -2.03  0.39  0.94  0.2150
N  1.30  -0.08  0.26  -0.4841
H  1.78  -0.65  -0.44  0.3481
H  0.20  -2.35  -0.38  0.2011
C  -0.14  -0.16  0.01  0.1133
C  -0.53  0.23  -1.42  -0.6347
C  -0.97  0.62  1.04  -0.6273
H  -0.85  1.71  0.90  0.2130
N  1.73  1.35  0.09  -0.7072
H  -0.38  1.30  -1.60  0.2256
H  -0.34  -2.00  1.27  0.2148
H  -1.58  0.00  -1.62  0.2059
H  2.73  1.40  -0.10  0.3529
H  0.08  -0.32  -2.16  0.2017
H  1.61  1.84  0.99  0.3487
C  -0.45  -1.72  0.22  -0.6068

Properties
HOMO energy ... -8.20 eV
Kohn-Sham gap ... 9.239 eV
Energy above the lowest of the compared OMol25 structures with the same formula, charge and spin ... 1.190 eV
LUMO energy ... 1.04 eV
Structure (SMILES) ... CC(C)(C)NN
Total energy ... -269.072628 hartree
Charge ... 0
Multiplicity ... 1